Computed, not measured: a structure of composition C24H15Cl6N3Pd, with wB97M-V/def2-TZVPD.

```
! wB97M-V def2-TZVPD RIJCOSX def2/J DEFGRID3
* xyz 2 5
Pd -0.547 -1.113 -0.271
Cl -0.384 -4.279 -1.107
C 1.070 -3.360 -1.235
C 1.109 -2.019 -0.878
C 2.386 -1.333 -1.005
Cl 2.461 0.283 -0.549
C 3.546 -1.948 -1.472
Cl 5.013 -1.096 -1.597
C 3.475 -3.286 -1.831
Cl 4.819 -4.095 -2.390
C 2.211 -4.006 -1.718
Cl 2.172 -5.606 -2.180
C 0.710 4.388 2.200
C 0.160 4.758 0.979
C -0.215 3.799 0.054
C -0.041 2.450 0.363
C 0.510 2.073 1.581
C 0.885 3.045 2.495
N -0.416 1.456 -0.561
N -0.846 1.646 -1.711
C -1.169 0.702 -2.639
C -1.605 1.124 -3.899
C -1.932 0.181 -4.841
C -1.822 -1.175 -4.520
C -1.392 -1.516 -3.266
N -1.066 -0.611 -2.320
H 1.004 5.145 2.914
H 0.027 5.804 0.741
H -0.644 4.074 -0.900
H 0.666 1.024 1.797
H 1.326 2.751 3.439
H -1.670 2.185 -4.094
H -2.271 0.488 -5.821
H -2.074 -1.950 -5.230
H -1.308 -2.555 -2.975
Cl -2.721 -0.456 0.733
C -1.875 -0.300 2.256
C -2.250 0.654 3.159
C -1.446 0.828 4.286
C -0.274 0.081 4.469
C 0.094 -0.867 3.546
C -0.734 -1.134 2.428
C -0.486 -2.225 1.534
H -3.122 1.271 2.991
H -1.725 1.576 5.017
H 0.336 0.245 5.347
H 0.984 -1.466 3.693
H -1.342 -2.836 1.260
H 0.411 -2.800 1.729
*
```

Computed properties:
* maximum force: 0.8 eV/Å
* HOMO-LUMO gap (alpha / beta): 5.887 / 4.265 eV
* LUMO (alpha / beta): -6.67 / -9.88 eV
* energy relative to the best compared isomer or geometry (same formula, charge and spin): 0.0 kcal/mol

=====

Computed, not measured: an isolated molecule of CH3ClN2O2, with wB97M-V/def2-TZVPD.

```
! wB97M-V def2-TZVPD RIJCOSX def2/J DEFGRID3
* xyz 0 1
C 1.741 -0.051 -0.007
O 0.260 -0.708 -0.120
N -1.101 -0.046 -0.014
O -1.035 1.137 0.209
N -2.221 -0.731 -0.152
Cl -3.604 0.189 0.042
H 2.284 -0.775 0.577
H 2.068 0.077 -1.030
H 1.608 0.908 0.495
*
```

Computed properties:
* maximum force: 4.3 eV/Å
* HOMO-LUMO gap: 9.561 eV
* LUMO: -0.27 eV
* energy relative to the best compared isomer or geometry (same formula, charge and spin): 98.6 kcal/mol
* SMILES string: CO/[N+]([O-])=N/Cl

=====

Computed, not measured: a structure of composition C51H48INOP3STi, with wB97M-V/def2-TZVPD.

```
! wB97M-V def2-TZVPD RIJCOSX def2/J DEFGRID3
* xyz 3 1
Ti -0.437 -0.600 -0.638
I -2.831 0.777 -0.717
C -3.969 -0.148 -2.248
C -5.245 -0.430 -1.850
C -6.206 -0.818 -2.798
C -5.862 -0.841 -4.117
C -4.541 -0.550 -4.539
C -4.245 -0.538 -5.922
C -2.988 -0.258 -6.373
C -1.961 -0.071 -5.440
C -2.194 -0.076 -4.079
P -0.639 -0.141 -3.139
C 0.219 -1.555 -3.893
C 1.438 -1.496 -4.561
C 1.965 -2.642 -5.143
C 1.276 -3.843 -5.074
C 0.046 -3.902 -4.428
C -0.479 -2.766 -3.837
C 0.219 1.384 -3.554
C -0.505 2.654 -3.700
C -0.027 3.684 -2.988
C 2.549 3.438 -1.944
C 3.243 2.334 -2.203
C 2.652 1.039 -2.749
C -3.522 -0.245 -3.587
H -5.536 -0.325 -0.813
H -7.212 -1.046 -2.475
H -6.601 -1.079 -4.872
H -5.047 -0.750 -6.619
H -2.768 -0.228 -7.431
H -0.947 0.042 -5.808
H 1.961 -0.558 -4.683
H 2.906 -2.586 -5.674
H 1.685 -4.728 -5.541
H -0.509 -4.831 -4.403
H -1.455 -2.808 -3.364
H -1.368 2.776 -4.343
H -0.505 4.649 -3.115
H 3.125 4.292 -1.605
H 4.319 2.353 -2.080
H 3.429 0.524 -3.318
C 2.696 3.549 7.201
S 2.058 3.503 5.517
C 2.015 1.716 5.250
C 1.457 1.462 3.859
C 1.323 -0.022 3.559
N 0.825 -0.283 2.180
P 1.773 -0.849 0.850
C 3.458 -0.540 1.403
C 4.198 -1.644 1.832
C 5.480 -1.457 2.328
C 6.020 -0.180 2.379
C 5.289 0.916 1.928
C 4.009 0.742 1.431
C 1.577 0.533 -0.472
C 2.232 0.161 -1.602
C 1.549 1.552 -3.621
C 1.033 3.682 -1.853
C 0.523 2.925 -0.645
C 0.834 1.736 -0.082
P -0.827 -0.429 1.871
C -1.684 0.866 2.758
C -2.125 0.613 4.060
C -2.663 1.641 4.818
C -2.770 2.920 4.284
C -2.352 3.173 2.983
C -1.809 2.151 2.224
C -1.421 -2.006 2.491
C -2.790 -2.282 2.443
C -3.254 -3.521 2.853
C -2.359 -4.481 3.313
C -0.999 -4.206 3.361
C -0.523 -2.971 2.942
H 2.760 4.598 7.482
H 3.689 3.109 7.254
H 2.019 3.041 7.885
H 1.388 1.246 6.013
H 3.024 1.306 5.338
H 2.114 1.924 3.119
H 0.480 1.946 3.767
H 0.625 -0.493 4.256
H 2.280 -0.532 3.682
H 3.774 -2.640 1.784
H 6.056 -2.307 2.666
H 7.021 -0.033 2.762
H 5.720 1.908 1.965
H 3.448 1.596 1.071
H 2.609 -0.864 -1.624
H 1.873 2.419 -4.186
H 0.981 4.718 -1.514
H -0.143 3.535 -0.038
H 0.478 1.651 0.942
H -2.047 -0.381 4.483
H -2.999 1.445 5.827
H -3.184 3.721 4.881
H -2.449 4.167 2.567
H -1.476 2.354 1.213
H -3.489 -1.522 2.110
H -4.314 -3.735 2.828
H -2.727 -5.442 3.647
H -0.309 -4.951 3.735
H 0.538 -2.757 2.985
C -0.787 -3.688 -0.615
O -0.822 -2.271 -0.676
H -0.136 -3.990 0.204
H -0.403 -4.075 -1.557
H -1.794 -4.063 -0.437
*
```

Computed properties:
* maximum force: 1.2 eV/Å
* HOMO-LUMO gap: 4.391 eV
* LUMO: -9.55 eV
* energy relative to the best compared isomer or geometry (same formula, charge and spin): 87.8 kcal/mol

=====

Computed, not measured: a cluster of 4 separate species, C32H65NO12S2 in total, with wB97M-V/def2-TZVPD.

```
! wB97M-V def2-TZVPD RIJCOSX def2/J DEFGRID3
* xyz 0 1
C -3.701 6.832 -4.488
C -4.225 6.832 -3.032
C -4.048 5.515 -2.289
C -4.288 5.806 -0.770
C -5.643 5.326 -0.232
C -6.061 6.151 0.995
S -4.834 6.260 2.335
C -3.751 7.637 1.878
S -4.383 9.136 2.034
N -2.479 7.389 1.433
C -1.864 6.182 1.992
C -1.388 6.347 3.457
O -1.648 7.609 4.017
C -1.285 8.700 3.200
C -1.538 8.478 1.701
C -4.679 4.274 -2.882
O -3.756 3.906 -3.945
C -2.493 4.083 -3.528
O -1.560 3.562 -3.970
C -2.572 5.044 -2.343
H -3.725 7.862 -4.834
H -2.667 6.499 -4.518
H -4.291 6.187 -5.123
H -5.283 7.085 -3.102
H -3.703 7.639 -2.531
H -3.515 5.407 -0.127
H -4.266 6.885 -0.647
H -5.629 4.269 0.012
H -6.423 5.484 -0.979
H -6.905 5.639 1.450
H -6.400 7.149 0.731
H -0.981 5.978 1.388
H -2.478 5.298 1.901
H -1.917 5.629 4.075
H -0.332 6.064 3.513
H -1.909 9.530 3.516
H -0.259 9.030 3.372
H -1.791 9.392 1.190
H -0.592 8.166 1.256
H -4.638 3.413 -2.218
H -5.647 4.372 -3.352
H -1.941 5.930 -2.351
H -2.262 4.438 -1.493
C 0.708 -3.267 -0.614
O 1.023 -2.301 -1.590
C 0.880 -2.757 -2.927
C 0.132 -1.762 -3.792
O -1.242 -1.589 -3.478
C -1.595 -0.922 -2.275
C -1.214 0.543 -2.196
O 0.184 0.716 -2.040
C 0.717 1.793 -2.787
H 1.541 -3.968 -0.487
H 0.536 -2.748 0.326
H -0.207 -3.814 -0.869
H 0.369 -3.724 -2.963
H 1.887 -2.887 -3.342
H 0.141 -2.156 -4.812
H 0.650 -0.802 -3.835
H -1.229 -1.468 -1.403
H -2.686 -0.974 -2.236
H -1.707 0.990 -1.321
H -1.573 1.059 -3.093
H 0.310 1.821 -3.800
H 1.795 1.644 -2.859
H 0.522 2.744 -2.283
C 1.914 -1.031 1.999
O 2.027 -1.536 3.315
C 1.579 -2.874 3.453
C 2.554 -3.735 4.232
O 3.789 -3.998 3.583
C 4.727 -2.940 3.436
C 5.321 -2.404 4.723
O 4.379 -1.648 5.465
C 4.436 -1.861 6.859
H 0.880 -0.736 1.789
H 2.557 -0.154 1.920
H 2.252 -1.763 1.260
H 1.397 -3.333 2.476
H 0.628 -2.847 4.002
H 2.085 -4.717 4.353
H 2.711 -3.350 5.240
H 4.314 -2.133 2.829
H 5.549 -3.372 2.858
H 6.162 -1.744 4.477
H 5.705 -3.241 5.318
H 4.535 -2.925 7.099
H 3.500 -1.503 7.286
H 5.265 -1.301 7.304
C 2.315 -10.862 -2.733
O 3.148 -10.041 -1.942
C 3.957 -9.149 -2.691
C 3.928 -7.738 -2.134
O 2.690 -7.055 -2.263
C 1.590 -7.468 -1.465
C 1.745 -7.260 0.028
O 2.674 -8.168 0.593
C 3.518 -7.593 1.571
H 2.883 -11.696 -3.158
H 1.532 -11.260 -2.088
H 1.836 -10.292 -3.536
H 3.653 -9.128 -3.742
H 4.989 -9.518 -2.639
H 4.638 -7.150 -2.723
H 4.291 -7.707 -1.106
H 1.309 -8.498 -1.689
H 0.755 -6.842 -1.792
H 0.777 -7.425 0.519
H 2.051 -6.223 0.214
H 3.890 -6.613 1.257
H 4.374 -8.256 1.699
H 2.995 -7.500 2.529
*
```

Computed properties:
* maximum force: 4.2 eV/Å
* HOMO-LUMO gap: 8.214 eV
* LUMO: -0.06 eV
* SMILES string: CC[C@@]1(CCCSC(=S)N2CCOCC2)COC(=O)C1.COCCOCCOC.COCCOCCOC.COCCOCCOC

=====

Computed, not measured: a cluster of 7 separate species, C23H59NO8S in total, with wB97M-V/def2-TZVPD.

```
! wB97M-V def2-TZVPD RIJCOSX def2/J DEFGRID3
* xyz 0 1
O 2.297 3.038 -1.281
S 2.705 2.670 0.125
O 2.645 3.624 1.223
C 1.972 1.040 0.476
C 3.154 0.101 0.713
C 4.429 0.603 -0.068
C 4.567 2.101 0.139
H 1.392 0.775 -0.408
H 1.169 1.247 1.183
H 3.453 0.024 1.758
H 2.961 -0.959 0.555
H 4.303 0.437 -1.138
H 5.344 0.129 0.289
H 5.151 2.787 -0.475
H 4.879 2.245 1.174
C -1.330 -0.912 -0.191
O -1.680 0.218 0.613
C -2.482 1.212 -0.040
C -2.467 2.643 0.484
C -1.102 3.420 0.804
N -3.308 2.729 1.655
H -0.935 -0.759 -1.195
H -2.159 -1.611 -0.300
H -0.490 -1.407 0.297
H -2.238 1.219 -1.103
H -3.521 0.895 -0.134
H -3.074 3.227 -0.208
H -0.398 3.408 -0.028
H -0.720 2.890 1.676
H -1.145 4.488 1.017
H -4.242 2.640 1.281
H -3.111 2.007 2.333
C 0.959 -1.668 4.795
C 1.834 -2.133 3.646
C 2.255 -3.554 3.588
O 0.939 -2.070 2.530
H 0.839 -0.591 4.912
H 1.464 -1.892 5.735
H 0.029 -2.231 4.878
H 2.777 -1.593 3.576
H 3.025 -3.750 4.333
H 2.580 -4.006 2.651
H 1.466 -4.176 4.010
H 1.509 -2.150 1.761
C 2.775 1.309 -3.985
C 2.609 -0.175 -3.572
C 1.212 -0.896 -3.673
O 3.503 -0.952 -4.261
H 3.660 1.826 -3.613
H 1.922 1.962 -3.801
H 2.825 1.323 -5.074
H 2.909 -0.332 -2.536
H 1.161 -1.984 -3.671
H 0.577 -0.496 -4.464
H 0.733 -0.605 -2.737
H 4.432 -0.780 -4.089
C 0.357 6.164 -3.343
C -0.651 6.436 -2.220
C -2.075 5.938 -2.403
O -0.186 6.061 -0.998
H -0.242 6.204 -4.253
H 0.742 5.144 -3.321
H 1.192 6.864 -3.380
H -0.626 7.525 -2.209
H -2.662 6.153 -1.510
H -2.157 4.885 -2.671
H -2.404 6.534 -3.254
H -0.918 5.549 -0.645
C -0.081 -3.878 -1.440
C 0.923 -4.104 -0.309
C 1.628 -5.449 -0.517
O 1.860 -3.121 -0.206
H -0.878 -3.156 -1.265
H -0.668 -4.744 -1.747
H 0.391 -3.532 -2.360
H 0.338 -4.223 0.603
H 2.506 -5.531 -1.157
H 0.921 -6.178 -0.912
H 1.961 -5.921 0.407
H 2.765 -3.381 -0.396
C -6.991 -3.012 1.978
C -5.478 -2.727 2.109
C -4.590 -3.532 3.064
O -4.789 -2.570 0.842
H -7.565 -2.589 1.153
H -7.420 -2.641 2.909
H -7.002 -4.093 1.837
H -5.343 -1.703 2.456
H -4.211 -4.530 2.844
H -5.111 -3.762 3.993
H -3.709 -2.912 3.233
H -3.844 -2.717 0.924
*
```

Computed properties:
* maximum force: 3.5 eV/Å
* HOMO-LUMO gap: 9.304 eV
* LUMO: 0.23 eV
* SMILES string: O=S1(=O)CCCC1.COC[C@H](C)N.CC(C)O.CC(C)O.CC(C)O.CC(C)O.CC(C)O

=====

Computed, not measured: a structure of composition C4H9N2S, with wB97M-V/def2-TZVPD.

```
! wB97M-V def2-TZVPD RIJCOSX def2/J DEFGRID3
* xyz 1 1
C -0.780 1.386 -0.042
C -0.777 0.131 -0.965
C 0.881 -1.336 0.268
C 0.585 0.009 1.601
N -0.308 1.060 1.322
N 0.485 -0.580 -0.989
S -1.037 -0.269 2.256
H -0.082 2.155 -0.409
H -1.714 1.954 -0.038
H -1.533 -0.637 -0.621
H -1.035 0.485 -1.947
H 1.924 -1.604 0.124
H 0.287 -2.137 0.628
H 1.478 0.208 2.076
H 0.489 -1.142 -1.905
H 1.136 0.316 -1.358
*
```

Computed properties:
* maximum force: 5.1 eV/Å
* HOMO-LUMO gap: 8.769 eV
* LUMO: -3.88 eV
* energy relative to the best compared isomer or geometry (same formula, charge and spin): 104.5 kcal/mol

=====

Computed, not measured: an isolated molecule of C4H7ClN2S, with wB97M-V/def2-TZVPD.

```
! wB97M-V def2-TZVPD RIJCOSX def2/J DEFGRID3
* xyz 0 1
S -1.179 2.947 -0.213
C -0.633 1.378 -0.159
C 0.603 0.984 0.647
C 1.190 -0.341 0.192
Cl 2.402 -0.908 1.375
C 0.065 -1.363 0.052
N -0.812 -0.914 -1.005
N -1.316 0.389 -0.751
H 0.297 0.916 1.709
H 1.324 1.821 0.571
H 1.732 -0.244 -0.750
H -0.448 -1.459 1.006
H 0.450 -2.358 -0.239
H -1.637 -1.531 -1.047
H -2.038 0.681 -1.387
*
```

Computed properties:
* maximum force: 1.0 eV/Å
* HOMO-LUMO gap: 8.849 eV
* LUMO: 0.49 eV
* energy relative to the best compared isomer or geometry (same formula, charge and spin): 13.5 kcal/mol
* SMILES string: S=C1C[C@@H](Cl)CNN1

=====

Computed, not measured: an isolated molecule of FH2IP2, with wB97M-V/def2-TZVPD.

```
! wB97M-V def2-TZVPD RIJCOSX def2/J DEFGRID3
* xyz 0 1
F 1.346 -0.259 1.403
P 0.199 0.039 0.364
P 0.995 0.039 -1.501
I -1.441 0.269 -2.001
H -0.688 -0.974 0.340
H -0.411 0.886 1.395
*
```

Computed properties:
* maximum force: 1.9 eV/Å
* HOMO-LUMO gap: 7.657 eV
* LUMO: -0.44 eV
* energy relative to the best compared isomer or geometry (same formula, charge and spin): 24.5 kcal/mol

=====

Computed, not measured: a structure of composition C9H12N3O7SSn, with wB97M-V/def2-TZVPD.

```
! wB97M-V def2-TZVPD RIJCOSX def2/J DEFGRID3
* xyz 1 1
Sn -0.063 -2.590 -1.613
O 2.080 -2.452 -1.183
N 2.521 -1.298 -0.669
N 1.852 -0.284 -1.314
O 0.734 -0.537 -2.054
C 2.122 1.068 -0.997
C 1.186 2.058 -1.337
C 1.192 3.237 -0.647
C 2.173 3.506 0.337
C 3.207 2.575 0.573
C 3.208 1.383 -0.130
H 0.540 1.847 -2.168
H 0.363 3.940 -0.754
H 2.184 4.456 0.815
H 3.977 2.673 1.428
H 3.939 0.596 -0.039
O -3.169 -4.194 -0.587
S -2.210 -4.241 -1.654
O -2.483 -5.161 -2.733
O -2.055 -2.839 -2.242
O -0.789 -4.445 -1.080
C -1.420 1.379 1.893
N -1.586 0.008 1.403
C -2.895 -0.653 1.519
C -0.549 -0.662 0.946
O -0.685 -1.804 0.351
H -2.044 1.532 2.770
H -1.739 2.097 1.144
H -0.424 1.470 2.250
H -2.931 -1.297 2.428
H -2.978 -1.287 0.666
H -3.666 0.107 1.572
H 0.409 -0.188 1.108
*
```

Computed properties:
* maximum force: 5.9 eV/Å
* HOMO-LUMO gap: 6.193 eV
* LUMO: -7.01 eV

=====

Computed, not measured: an isolated molecule of CH2N2O5, with wB97M-V/def2-TZVPD.

```
! wB97M-V def2-TZVPD RIJCOSX def2/J DEFGRID3
* xyz 0 1
O 2.238 -1.395 0.114
N 1.070 -1.101 0.226
O 0.074 -1.771 0.306
C 0.803 0.345 0.001
O -0.541 0.762 0.769
N -1.704 0.574 -0.072
O -1.555 0.123 -1.164
O -2.624 1.096 0.494
H 1.699 1.043 0.396
H 0.539 0.323 -1.070
*
```

Computed properties:
* maximum force: 4.3 eV/Å
* HOMO-LUMO gap: 11.465 eV
* LUMO: -0.40 eV
* energy relative to the best compared isomer or geometry (same formula, charge and spin): 9.8 kcal/mol
* SMILES string: O=[N+]([O-])CO[N+](=O)[O-]

=====

Computed, not measured: an isolated molecule of C4H10P2, with wB97M-V/def2-TZVPD.

```
! wB97M-V def2-TZVPD RIJCOSX def2/J DEFGRID3
* xyz 0 1
C 2.875 0.805 -0.331
P 2.407 -0.580 0.389
C 0.586 -0.831 -0.338
P -0.737 -0.836 0.825
C -2.099 -1.067 -0.443
C -0.895 1.054 1.180
H 3.919 0.863 -0.404
H 2.336 1.472 -0.907
H 0.803 -1.925 -0.758
H 0.504 -0.141 -1.132
H -1.607 -1.285 -1.453
H -2.680 -0.068 -0.353
H -2.800 -1.824 -0.230
H -0.602 0.987 2.270
H -1.821 1.602 0.950
H -0.189 1.774 0.736
*
```

Computed properties:
* maximum force: 4.5 eV/Å
* HOMO-LUMO gap: 9.059 eV
* LUMO: 0.36 eV
* energy relative to the best compared isomer or geometry (same formula, charge and spin): 12.3 kcal/mol
* SMILES string: C=PCP(C)C

=====

Computed molecular weight (g/mol) in order:
664.54; 110.50; 990.71; 720.00; 509.79; 117.20; 150.63; 209.87; 424.99; 122.04; 120.07